This record from the OMol25 dataset describes one molecule with the formula C3H8N2O in a non-equilibrium geometry. The level of theory is the ωB97M-V functional and the def2-TZVPD basis.

Values from the calculation:
Spin multiplicity: 1
Orbital gap in Eh: 0.3898
LUMO energy in eV: 0.9
Energy above the lowest of the compared OMol25 structures with the same formula, charge and spin in kcal/mol: 18.7

The geometry in XYZ format:
```
14
Properties=species:S:1:pos:R:3:forces:R:3:mulliken_charge:R:1
N -1.115 -0.275 -1.579 1.363 -0.800 -0.628 -0.688
C -1.186 0.293 -0.220 0.500 0.292 -1.929 -0.476
C 0.081 1.008 0.232 0.642 -0.296 1.425 -0.408
C 1.205 -0.013 0.409 -1.098 -1.707 -0.164 0.451
N 1.039 -1.008 1.381 0.626 1.051 -0.377 -0.411
O 2.117 -0.131 -0.383 0.288 0.732 0.245 -0.573
H -0.742 0.382 -2.264 -0.827 0.870 0.289 0.263
H -0.295 -0.889 -1.681 -0.559 -0.522 0.770 0.254
H -2.032 0.975 -0.300 -0.011 0.037 0.693 0.313
H -1.360 -0.516 0.483 -0.518 0.001 -0.010 0.288
H -0.190 1.437 1.209 0.430 0.198 -0.175 0.285
H 0.528 1.758 -0.418 -0.593 0.136 -0.202 0.264
H 1.770 -1.687 1.363 0.296 -0.364 -0.097 0.231
H 0.182 -1.334 1.767 -0.538 0.373 0.160 0.208
```
Forces are in eV/Å.